# C23H30N4O4S

An isolated molecule of C23H30N4O4S in a non-equilibrium geometry (the ωB97M-V functional and the def2-TZVPD basis, the OMol25 dataset).

Each line ends with the natural charge from an NBO analysis.
Element x y z (Å)
C -7.218 -1.085 1.641  -0.638
C -7.039 0.405 1.367  -0.063
O -5.728 0.856 1.644  -0.491
C -4.713 0.568 0.790  0.317
C -3.440 0.953 1.222  -0.246
C -2.331 0.733 0.437  -0.197
C -2.466 0.122 -0.806  0.090
C -3.728 -0.250 -1.245  -0.148
C -4.844 -0.039 -0.456  -0.322
H -5.808 -0.344 -0.832  0.219
H -3.841 -0.707 -2.217  0.212
N -1.339 -0.078 -1.642  -0.450
C -0.813 -1.291 -1.934  0.730
O 0.149 -1.400 -2.679  -0.670
C -1.492 -2.490 -1.298  -0.497
C -0.544 -3.693 -1.250  -0.486
C 0.561 -3.458 -0.240  0.690
O 0.535 -3.897 0.893  -0.605
N 1.608 -2.728 -0.707  -0.625
C 2.683 -2.429 0.081  0.236
N 3.724 -1.789 -0.332  -0.493
C 4.647 -1.680 0.657  -0.056
C 4.303 -2.240 1.842  -0.487
S 2.736 -2.965 1.742  0.448
H 4.870 -2.276 2.749  0.234
H 5.572 -1.178 0.437  0.204
H 1.543 -2.275 -1.616  0.457
H -1.099 -4.579 -0.940  0.238
H -0.114 -3.854 -2.239  0.236
H -2.372 -2.751 -1.892  0.237
H -1.824 -2.231 -0.291  0.242
C -0.522 1.072 -1.964  -0.313
H -0.157 0.960 -2.990  0.246
H -1.124 1.978 -1.877  0.226
C 0.695 1.133 -1.016  0.680
O 0.898 0.270 -0.192  -0.634
N 1.438 2.239 -1.199  -0.611
H 1.210 2.826 -1.986  0.394
C 2.688 2.538 -0.504  -0.037
C 2.511 2.471 1.013  -0.418
C 3.813 2.861 1.704  -0.393
C 4.939 1.929 1.268  -0.404
C 5.112 1.976 -0.247  -0.397
C 3.811 1.599 -0.948  -0.419
H 3.538 0.572 -0.701  0.242
H 3.936 1.663 -2.032  0.202
H 5.901 1.288 -0.555  0.210
H 5.411 2.984 -0.548  0.189
H 5.872 2.216 1.758  0.204
H 4.696 0.910 1.571  0.208
H 3.682 2.808 2.786  0.210
H 4.070 3.893 1.447  0.187
H 1.702 3.140 1.317  0.204
H 2.238 1.454 1.291  0.236
H 2.949 3.567 -0.782  0.191
H -1.351 1.012 0.790  0.238
H -3.351 1.421 2.189  0.229
H -7.326 0.652 0.337  0.169
H -7.671 0.985 2.046  0.196
H -6.576 -1.680 0.997  0.212
H -6.960 -1.301 2.675  0.218
H -8.253 -1.368 1.469  0.216

Atoms 1-2, force components in eV/Å:
C 0.199 0.365 -0.053
C -0.379 -0.264 -0.027

Relative energy (zero: lowest compared OMol25 entry of this formula, charge and spin) ... 0.877 eV
E ... -1812.68826 Eh
Highest occupied orbital energy ... -8.0 eV
LUMO level ... 0.578 eV
Kohn-Sham gap ... 8.613 eV

---

# C44H40F3IrN8O2

A structure of composition C44H40F3IrN8O2 (the ωB97M-V functional and the def2-TZVPD basis, the OMol25 dataset).

Each line ends with the Löwdin spin population.
Element x y z (Å)
Ir -0.656 -0.301 -0.056  2.880
C -3.122 -5.960 3.202  0.012
C -2.988 -4.529 2.763  0.066
C -2.739 -3.513 3.682  -0.010
C -2.542 -2.220 3.259  0.066
C -2.604 -1.856 1.900  0.033
N -2.363 -0.525 1.524  0.510
C -2.913 0.417 2.376  0.036
C -4.162 0.126 2.980  0.087
C -4.768 0.962 3.883  -0.012
C -4.161 2.165 4.240  0.093
C -4.808 3.113 5.213  0.016
C -2.969 2.501 3.607  -0.008
C -2.346 1.676 2.685  0.079
N -1.160 2.176 2.072  0.016
C -0.362 3.168 2.542  0.018
C 0.385 3.623 1.490  0.008
C -0.016 2.837 0.397  0.026
N -0.945 1.963 0.747  0.102
C -2.840 -2.892 0.980  0.059
C -3.024 -4.191 1.418  -0.005
N -2.974 -2.655 -0.417  0.014
C -3.800 -3.322 -1.267  0.005
C -3.521 -2.892 -2.533  0.005
C -2.505 -1.935 -2.370  0.013
N -2.180 -1.796 -1.096  0.125
H -3.554 -6.025 4.201  0.001
H -2.137 -6.434 3.237  0.005
H -3.742 -6.536 2.515  0.001
H -2.646 -3.750 4.737  -0.001
H -2.261 -1.458 3.975  0.001
H -4.660 -0.788 2.684  0.001
H -5.731 0.693 4.306  -0.002
H -5.479 2.584 5.890  0.001
H -5.400 3.863 4.681  0.007
H -4.063 3.643 5.806  0.002
H -2.537 3.472 3.816  -0.002
H -0.374 3.476 3.577  0.001
H 1.129 4.406 1.507  0.001
H 0.326 2.870 -0.628  0.001
H -3.164 -4.972 0.679  -0.001
H -4.531 -4.027 -0.904  0.001
H -3.994 -3.207 -3.451  0.001
H -2.007 -1.341 -3.121  0.001
C 5.104 3.227 -1.614  0.000
C 4.869 2.564 -2.949  0.000
C 5.521 2.995 -4.101  0.000
C 5.304 2.387 -5.332  0.000
C 4.435 1.310 -5.423  0.000
C 3.794 0.847 -4.284  0.000
C 3.992 1.483 -3.061  0.001
N 3.346 1.016 -1.879  0.004
C 2.013 0.778 -1.696  0.016
N 1.228 1.183 -2.718  0.024
C -0.179 1.244 -2.845  0.059
C -1.062 0.792 -1.874  0.175
C -2.428 1.053 -2.076  0.041
C -2.901 1.652 -3.223  0.006
C -1.993 2.029 -4.208  0.027
C -0.632 1.848 -4.035  0.003
C 0.341 2.309 -5.097  0.000
N 1.553 0.240 -0.592  0.155
C 2.579 -0.183 0.332  0.006
C 2.866 0.624 1.423  0.008
C 3.876 0.282 2.311  -0.001
C 4.603 -0.879 2.105  0.007
C 4.308 -1.693 1.017  -0.001
C 3.298 -1.368 0.113  0.008
C 2.999 -2.268 -1.061  0.000
H 5.667 4.151 -1.737  0.000
H 5.676 2.582 -0.938  0.000
H 4.160 3.462 -1.113  0.000
H 6.206 3.834 -4.030  0.000
H 5.820 2.750 -6.215  0.000
H 4.274 0.813 -6.374  0.000
H 3.152 -0.026 -4.335  0.000
H 3.915 0.872 -1.063  0.000
H 1.737 1.617 -3.466  0.000
H -3.139 0.769 -1.306  0.004
H -3.963 1.828 -3.360  0.000
H -2.349 2.495 -5.121  0.002
H -0.194 2.777 -5.921  0.000
H 0.921 1.478 -5.512  0.000
H 1.052 3.052 -4.715  0.000
H 2.281 1.525 1.573  0.001
H 4.087 0.917 3.164  0.000
H 5.393 -1.160 2.793  0.000
H 4.869 -2.611 0.864  0.000
H 3.510 -3.226 -0.945  0.000
H 3.339 -1.826 -2.005  0.000
H 1.930 -2.459 -1.144  0.000
F 2.364 -3.388 2.288  0.001
C 1.048 -3.278 2.491  0.003
F 0.845 -3.047 3.791  0.002
F 0.471 -4.441 2.162  0.002
C 0.477 -2.128 1.631  0.014
O 0.376 -0.999 2.143  0.073
O 0.149 -2.413 0.440  0.112

Atoms 1-2, force components in eV/Å:
Ir 0.681 0.084 -0.703
C 0.030 0.042 -0.001

Relative energy (zero: lowest compared OMol25 entry of this formula, charge and spin) ... 0.000 eV
E ... -2692.88054 Eh
Charge ... +1
Highest occupied orbital energy (spin up / spin down) ... -9.2 / -10.6 eV
Multiplicity ... 6
LUMO level (spin up / spin down) ... -1.909 / -4.675 eV
Kohn-Sham gap (spin up / spin down) ... 7.308 / 5.883 eV

---

# C14H11Br2Cl2IIrN4

A structure of composition C14H11Br2Cl2IIrN4 (the ωB97M-V functional and the def2-TZVPD basis, the OMol25 dataset).

Each line ends with the natural charge from an NBO analysis.
Element x y z (Å)
Ir -0.665 -0.815 -0.914  1.182
Br 5.923 -0.892 -0.435  0.307
C 4.085 -0.856 -0.595  -0.019
C 3.476 -0.811 -1.851  -0.227
C 2.103 -0.786 -1.926  0.071
N 1.337 -0.812 -0.824  -0.423
C 1.909 -0.851 0.403  0.147
C 3.276 -0.878 0.548  -0.204
C 0.921 -0.879 1.487  0.251
C 1.194 -0.948 2.833  -0.230
C 0.139 -0.968 3.753  -0.017
Br 0.481 -1.063 5.563  0.316
C -1.174 -0.916 3.275  -0.235
C -1.389 -0.853 1.920  0.067
N -0.365 -0.839 1.046  -0.408
H 4.063 -0.801 -2.759  0.289
H 1.593 -0.765 -2.882  0.240
H 3.726 -0.920 1.529  0.271
H 2.217 -0.992 3.180  0.275
H -2.017 -0.932 3.951  0.290
H -2.386 -0.820 1.502  0.242
Cl -2.774 -1.457 -1.908  -0.206
C -4.725 -0.900 -1.618  -0.236
Cl -5.681 -2.234 -1.921  0.254
H -4.785 -0.111 -2.358  0.253
H -4.675 -0.591 -0.582  0.238
I -0.288 5.169 0.310  0.372
C -0.519 3.359 -0.641  -0.292
C -0.795 3.133 -1.979  0.030
N -0.867 1.807 -2.167  -0.320
N -0.647 1.154 -1.002  -0.245
C -0.433 2.093 -0.068  -0.014
H -0.947 3.819 -2.799  0.286
H -1.079 1.321 -3.027  0.446
H -0.232 1.833 0.957  0.249

Atoms 1-2, force components in eV/Å:
Ir 0.211 -0.063 0.141
Br -0.048 -0.002 -0.004

Relative energy (zero: lowest compared OMol25 entry of this formula, charge and spin) ... 1.300 eV
E ... -7228.46050 Eh
Charge ... +3
Highest occupied orbital energy ... -17.2 eV
LUMO level ... -11.762 eV
Kohn-Sham gap ... 5.400 eV

---

Q: The lowest E belongs to which entry?
A: C14H11Br2Cl2IIrN4

---

Q: Look up the relative energy (zero: lowest compared OMol25 entry of this formula, charge and spin) of the third one.
A: 1.300 eV